# 1
C3H4N2S | ωB97M-V with the def2-TZVPD basis set

Atoms and positions in Å:
C: -0.88 -0.28 -0.99
C: -1.96 -0.35 -0.09
C: -0.27 -0.14 1.21
H: 2.27 -0.61 -1.45
H: -1.01 0.02 -2.06
H: -2.98 -0.59 -0.12
H: 0.43 -0.27 2.04
N: 0.21 -0.03 -0.05
N: -1.56 -0.23 1.10
S: 1.84 0.49 -0.41

Values from the calculation:
electronic energy: -16988.81835 eV
energy above the lowest of the compared OMol25 structures with the same formula, charge and spin: 2.673 eV
E_HOMO: -8.92 eV
E_LUMO: 0.24 eV
SMILES: Sn1ccnc1

Results of the Mulliken charge analysis, in e, for atoms 1 through 2: -0.393, -0.197

---

# 2
C5H12N2O2 | ωB97M-V with the def2-TZVPD basis set

Atoms and positions in Å:
C: -0.60 2.50 -0.87
C: 1.42 1.00 -1.12
C: 0.37 1.56 -0.21
C: 0.31 1.26 1.07
H: 2.20 1.74 -1.30
H: -1.23 2.99 -0.14
H: -1.23 1.94 -1.56
H: -0.06 3.26 -1.44
H: 1.89 0.12 -0.68
H: 0.99 0.73 -2.09
H: -0.44 1.69 1.72
H: 1.00 0.58 1.53
N: -1.25 -1.61 0.18
C: -0.14 -2.34 0.61
N: -0.38 -3.05 1.74
O: -1.04 -0.99 -1.07
O: 0.90 -2.37 -0.02
H: -0.10 -1.19 -1.28
H: -1.64 -0.94 0.82
H: 0.31 -3.73 2.02
H: -1.31 -3.13 2.11

Values from the calculation:
electronic energy: -12453.51614 eV
energy above the lowest of the compared OMol25 structures with the same formula, charge and spin: 2.466 eV
E_HOMO: -9.22 eV
E_LUMO: 0.81 eV
SMILES: NC(=O)NO.C=C(C)C

Results of the Mulliken charge analysis, in e, for atoms 1 through 2: -1.299, -1.471

---

# 3
C37H21CaN10O2 | ωB97M-V with the def2-TZVPD basis set

Atoms and positions in Å:
Ca: -0.37 0.13 0.57
C: -4.75 3.86 -2.26
C: -5.37 2.65 -2.59
C: -4.72 1.44 -2.43
C: -3.41 1.46 -1.96
C: -2.47 0.42 -1.59
N: -2.79 -0.85 -1.61
C: -2.09 -1.79 -1.01
C: -2.68 -3.08 -0.69
C: -3.94 -3.62 -0.89
C: -4.25 -4.80 -0.24
C: -3.32 -5.45 0.56
C: -2.05 -4.94 0.75
C: -1.74 -3.74 0.13
C: -0.62 -2.82 0.26
N: 0.38 -3.08 1.09
C: 1.27 -2.19 1.47
N: 1.42 -0.92 1.04
C: 2.33 -0.29 1.81
N: 2.68 0.98 1.80
C: 2.03 1.91 1.13
N: 0.99 1.76 0.29
C: 0.48 2.97 -0.01
N: -0.63 3.24 -0.67
C: -1.47 2.33 -1.12
N: -1.33 0.99 -1.13
C: -2.78 2.68 -1.65
C: -3.45 3.89 -1.78
C: 1.27 4.01 0.64
C: 1.12 5.38 0.74
C: 1.99 6.07 1.57
C: 2.97 5.40 2.30
C: 3.12 4.03 2.21
C: 2.26 3.33 1.37
C: 2.85 -1.22 2.81
C: 3.70 -1.07 3.88
C: 3.92 -2.18 4.69
C: 3.29 -3.39 4.44
C: 2.40 -3.54 3.39
C: 2.18 -2.44 2.57
N: -0.86 -1.70 -0.45
H: -5.29 4.78 -2.39
H: -6.39 2.67 -2.95
H: -5.20 0.50 -2.65
H: -4.66 -3.10 -1.51
H: -5.24 -5.22 -0.34
H: -3.61 -6.37 1.07
H: -1.32 -5.43 1.38
H: -2.96 4.81 -1.51
H: 0.33 5.89 0.20
H: 1.90 7.14 1.67
H: 3.61 5.97 2.96
H: 3.85 3.50 2.80
H: 4.17 -0.12 4.07
H: 4.58 -2.10 5.54
H: 3.49 -4.24 5.08
H: 1.88 -4.47 3.21
C: -4.69 -1.06 3.47
N: -3.49 -0.27 3.48
C: -3.12 0.52 4.52
C: -1.99 1.24 4.49
C: -1.14 1.16 3.30
O: -0.08 1.76 3.18
N: -1.57 0.37 2.29
C: -2.69 -0.33 2.32
O: -3.09 -1.03 1.40
H: -5.24 -0.90 4.40
H: -4.44 -2.12 3.36
H: -5.31 -0.77 2.62
H: -3.80 0.52 5.37
H: -1.67 1.88 5.30

Values from the calculation:
electronic energy: -76151.79372 eV
total charge: -1
energy above the lowest of the compared OMol25 structures with the same formula, charge and spin: 2.233 eV
E_HOMO (spin up / spin down): -3.46 / -3.46 eV
E_LUMO (spin up / spin down): 1.48 / 1.49 eV

Results of the Mulliken charge analysis, in e, for atoms 1 through 2: 2.622, -0.593